DFT (the ωB97M-V functional and the def2-TZVPD basis) results for a gas-phase ion, C4H6N3 (charge +1).

Results
HOMO energy (eV): -14.42
Total charge: +1
SMILES: CC#[N+]CN=C=N
Gap between HOMO and LUMO (eV): 10.4
Energy above the lowest of the compared OMol25 structures with the same formula, charge and spin (eV): 2.818

XYZ file:
```
13
Properties=species:S:1:pos:R:3:forces:R:3
C 1.706326 -1.207927 -0.633287 1.21 0.38 -1.23
C 1.468649 -0.842919 1.559415 -0.74 0.68 2.54
C -0.561838 0.253846 0.457444 1.30 0.45 2.64
C -1.434536 1.013354 -0.370920 2.15 0.59 -1.90
N 2.180730 -0.767701 0.397366 2.02 -0.38 0.37
N 0.199818 -0.204289 1.196137 -2.68 -0.62 -1.14
N 1.386893 -1.253060 -1.766518 -0.99 0.15 -0.98
H 1.688885 -0.146755 2.373681 1.37 -0.10 -0.22
H 1.450412 -1.838473 2.049477 -0.92 0.40 -0.53
H -1.946236 0.190601 -0.875329 -0.50 0.80 -0.83
H -0.658478 1.661818 -1.014063 -1.87 -1.65 0.75
H -2.056783 1.748839 0.105925 -0.41 -0.14 0.62
H 1.242502 -1.851646 -2.546863 0.08 -0.56 -0.09
```
Forces are in eV/Å.



DFT (the ωB97M-V functional and the def2-TZVPD basis) results for a molecular structure, C16H23MoO4S.

Results
HOMO energy (spin up / spin down) (eV): -2.74 / -2.98
Total charge: -1
Gap between HOMO and LUMO (spin up / spin down) (eV): 5.4 / 5.7
Spin multiplicity: 3

XYZ file:
```
45
Properties=species:S:1:pos:R:3:forces:R:3
Mo 0.673534 -0.402979 1.048586 2.32 1.18 -1.33
C 1.009721 -2.219323 2.313972 -0.83 -0.50 -0.43
C -0.397283 -1.897151 2.259239 0.12 -0.44 0.18
C -0.819604 -1.971094 0.873342 -0.15 -0.64 -0.02
H -1.039647 -1.705421 3.108912 0.13 0.05 -0.20
C 0.330823 -2.374218 0.087278 -0.21 -0.33 0.86
C 1.456496 -2.500083 0.977567 -0.97 -0.61 0.32
H 2.448148 -2.842803 0.694341 -0.17 0.37 0.05
H 1.598818 -2.307495 3.225690 -0.08 0.27 -0.36
H -1.830450 -1.831132 0.499135 0.28 -0.13 0.22
H 0.310950 -2.643999 -0.962751 0.19 0.38 0.17
C 1.900115 1.559205 1.697733 0.30 -0.81 -0.24
C 2.744005 0.421335 1.369853 -0.35 0.90 -0.40
C 2.627432 0.192257 -0.056380 -0.12 1.10 0.29
H 3.404742 -0.097936 2.061902 -0.25 0.06 -0.24
C 1.788791 1.235491 -0.596906 0.51 -0.11 1.14
C 1.299663 2.026116 0.480798 0.44 -0.41 -0.14
H 0.629215 2.874596 0.394824 0.10 -0.26 0.14
H 1.817505 2.015948 2.677610 -0.15 -0.06 -0.30
H 3.161963 -0.556624 -0.635062 -0.13 0.19 0.15
H 1.681049 1.464251 -1.652012 -0.41 -0.36 0.30
O -0.495646 0.161243 -1.801351 -1.09 0.23 0.36
C -0.755530 -0.033839 -3.183444 -0.39 -0.19 -1.05
C -2.281306 0.227580 -3.029628 0.65 -0.05 0.29
C -0.379387 -1.439044 -3.609231 0.29 -0.05 -0.16
C -0.048469 1.008005 -4.028937 0.12 0.08 -0.31
C -1.914535 0.457098 -1.560852 0.36 0.03 0.42
H -2.917702 -0.646582 -3.180009 0.02 0.19 -0.22
H -2.634416 1.116343 -3.557601 -0.11 -0.26 -0.01
H -2.044234 1.482954 -1.197546 0.01 -0.32 0.15
H -2.331041 -0.275425 -0.864231 0.01 0.40 0.05
H -0.771170 -1.653560 -4.610032 0.05 -0.02 0.10
H -0.762474 -2.178438 -2.899772 -0.04 0.12 -0.12
H 0.717236 -1.522102 -3.640488 -0.24 -0.10 0.04
H -0.385865 0.948148 -5.072204 0.02 -0.02 0.14
H 1.032191 0.829292 -4.024994 -0.08 0.11 0.08
H -0.248771 2.022295 -3.664416 0.04 -0.21 0.02
C -0.591525 0.935729 4.388634 0.06 0.15 0.10
S -1.538235 1.841681 3.150176 -0.17 -0.71 -0.83
O -2.733391 2.308374 3.850218 0.38 -0.09 -0.17
O -0.653134 2.896139 2.649936 -0.38 -0.16 0.44
O -1.827425 0.806869 2.114337 0.21 0.87 0.65
H -0.510281 1.551748 5.286561 -0.02 0.00 -0.09
H 0.404205 0.705230 3.996690 -0.26 0.02 -0.01
H -1.125068 0.011338 4.620526 0.02 0.16 -0.02
```
Forces are in eV/Å.



DFT (the ωB97M-V functional and the def2-TZVPD basis) results for 2 unconnected molecules or ions with the total composition C6H15N2.

Results
HOMO energy (spin up / spin down) (eV): -13.40 / -13.40
Total charge: +1
Gap between HOMO and LUMO (spin up / spin down) (eV): 9.1 / 9.1
Energy above the lowest of the compared OMol25 structures with the same formula, charge and spin (eV): 1.952

XYZ file:
```
23
Properties=species:S:1:pos:R:3:forces:R:3
C 0.779780 1.185373 -0.753690 -0.10 0.27 0.21
C 1.590234 -1.880272 -0.228226 0.39 0.24 0.10
C -0.240355 -1.516970 -2.017348 -0.02 0.25 -0.46
C -1.645844 0.603612 2.086932 -0.14 -0.07 0.13
C 0.221421 -1.586206 -0.635025 -1.40 0.64 1.72
C -0.714962 1.193692 1.097274 1.22 -1.24 -1.62
N -0.100333 0.473187 0.162985 -0.15 -0.24 0.11
N -0.507624 2.511029 1.181120 0.01 0.30 0.06
H 0.252608 1.984644 -1.282336 0.03 0.06 -0.03
H 1.644052 1.609276 -0.233861 0.03 0.07 -0.02
H 1.790091 -1.552131 0.789307 -0.02 0.00 0.00
H 1.155973 0.502059 -1.503895 0.10 0.07 -0.11
H 1.659765 -2.975284 -0.201823 -0.03 -0.08 -0.13
H -1.024338 -0.771672 -2.149886 0.00 0.01 0.07
H 0.552975 -1.363680 -2.743426 0.05 0.03 -0.01
H -0.736352 -2.472856 -2.224682 0.09 -0.09 0.03
H -1.365463 0.934021 3.086742 -0.02 -0.08 0.04
H -1.640194 -0.478889 2.049175 0.01 -0.07 -0.03
H -2.654665 0.964636 1.890252 -0.07 -0.04 0.00
H -0.538786 -1.905093 0.072783 0.11 -0.04 -0.09
H -0.964704 3.056314 1.889594 -0.04 0.00 0.05
H 0.140654 2.989822 0.580288 -0.07 0.00 0.03
H 2.346068 -1.504611 -0.912255 0.02 0.01 -0.06
```
Forces are in eV/Å.



DFT (the ωB97M-V functional and the def2-TZVPD basis) results for a molecular structure, C17H22ClNReS.

Results
HOMO energy (spin up / spin down) (eV): -10.56 / -14.57
Total charge: +2
Gap between HOMO and LUMO (spin up / spin down) (eV): 2.5 / 2.7
Spin multiplicity: 4

XYZ file:
```
43
Properties=species:S:1:pos:R:3:forces:R:3
C 1.720944 -3.924402 -0.142112 -0.50 1.56 0.38
C 0.570955 -4.414226 0.642041 -0.30 -0.82 0.31
C 1.673260 -4.049559 -1.600692 0.16 -0.70 -0.83
C 3.002428 -3.625711 0.525628 0.72 -0.46 0.25
Cl 0.749370 -1.339481 0.055992 -0.05 -2.14 0.76
H 2.025199 -5.073383 -1.822080 -0.04 0.08 -0.37
H 2.331986 -3.381902 -2.172204 -0.01 -0.01 0.35
H 0.666935 -3.986076 -2.037021 0.10 0.03 0.27
H 0.734385 -5.493998 0.814438 -0.26 0.05 0.14
H -0.387335 -4.339216 0.108569 0.27 0.04 -0.02
H 0.435679 -3.967874 1.637260 0.28 0.03 -0.24
H 3.519334 -4.595391 0.637107 0.25 0.17 0.15
H 2.929441 -3.212404 1.543324 -0.25 -0.11 -0.30
H 3.691796 -2.992748 -0.054268 -0.34 -0.13 0.00
C -2.265474 1.554416 -0.816297 -0.32 -0.20 0.02
C -1.641730 1.010708 -1.973774 -0.92 0.17 -1.45
C -1.451216 -0.398281 -1.779755 -0.86 -0.96 -0.85
H -1.435431 1.596473 -2.886503 -0.19 -0.70 0.70
C -2.017408 -0.712332 -0.470962 0.01 -0.01 -0.80
C -2.501479 0.486242 0.094235 0.00 0.25 0.10
H -2.992672 0.579386 1.060891 0.30 -0.22 -0.26
H -2.626349 2.581644 -0.725039 0.46 -0.40 0.08
H -1.052244 -1.121365 -2.500595 -0.38 0.42 0.35
H -2.120633 -1.709263 -0.028169 0.43 0.57 -0.17
C 1.343986 2.171305 0.531724 0.39 -0.25 -0.98
C 0.722258 2.832123 -0.572652 0.55 -1.46 0.08
C 0.895763 2.007645 -1.746947 1.54 0.64 0.20
H 0.325603 3.828578 -0.537873 -0.66 -0.01 -0.08
C 1.732012 0.880192 -1.398712 0.61 1.15 0.69
C 2.011073 0.998367 0.056803 -0.69 1.03 -1.47
H 2.576219 0.309783 0.665232 -0.07 0.08 -0.14
H 1.337397 2.521482 1.550428 0.12 -0.21 0.02
H 0.557057 2.269582 -2.741334 0.27 -0.07 0.20
H 2.143159 0.148768 -2.070404 0.04 -0.05 -0.05
Re -0.170725 0.644827 -0.468163 -0.32 1.99 2.36
S -1.692546 5.355057 3.048562 -1.50 0.18 -0.16
C -3.126618 4.452464 2.715847 1.36 2.47 1.30
C -2.786946 3.270621 2.089327 2.40 -1.70 -1.15
N -1.453334 3.106264 1.829647 -0.28 0.39 -0.18
C -0.729998 4.156606 2.189164 -2.06 -0.94 0.37
H -4.115302 4.800924 2.976549 -0.03 0.09 0.14
H -3.457682 2.484876 1.768326 -0.19 0.18 0.16
H 0.328881 4.289276 2.004462 -0.04 -0.03 0.12
```
Forces are in eV/Å.



DFT (the ωB97M-V functional and the def2-TZVPD basis) results for a molecular structure, C12H19FMgO5.

Results
HOMO energy (eV): -15.86
Total charge: +2
Gap between HOMO and LUMO (eV): 3.0

XYZ file:
```
38
Properties=species:S:1:pos:R:3:forces:R:3
C -0.942492 -0.270333 3.605292 0.04 -0.14 -1.28
C 0.194158 0.387244 2.735188 0.40 -0.41 1.02
C 0.957536 -0.647804 1.846468 -0.60 0.02 0.68
C 0.042834 -1.578867 0.984621 1.68 -0.79 -0.39
C 0.697282 -3.016830 1.031305 -0.01 0.28 -0.06
C -0.049674 -1.206729 -0.528189 -2.35 -0.99 1.85
O 1.043176 -1.679440 -1.338328 -1.26 2.69 -0.54
C 0.992830 -0.845553 -2.450940 -1.38 -1.35 2.36
O 1.774079 -0.911858 -3.296032 1.80 0.43 -2.59
O -0.075903 0.042600 -2.410733 0.89 -0.69 0.37
C -0.361361 0.229423 -0.976510 0.58 0.48 -1.44
C 0.645660 1.388565 -0.639190 -0.31 0.59 -0.10
C 0.723271 2.385700 -1.843753 -0.97 -0.26 1.00
O 1.855705 2.101638 -2.747346 0.63 2.22 -0.54
C -1.817973 0.761323 -0.885396 -0.39 -0.38 0.73
C -2.784935 0.128425 -1.901536 -0.27 -0.90 2.62
O -2.817029 0.376307 -3.020145 0.27 1.11 -3.38
F -3.691477 -0.755895 -1.414270 0.81 0.38 0.71
H -1.866319 -0.249798 2.990042 0.23 -0.03 0.67
H -1.110228 0.253932 4.560121 0.08 -0.25 -0.52
H -0.726427 -1.347315 3.783231 -0.01 0.75 0.14
H -0.217285 1.252685 2.170281 0.23 -0.45 0.29
H 0.939890 0.768155 3.470452 -0.38 0.11 -0.71
H 1.499464 -1.312331 2.556394 -0.32 0.47 -0.42
H 1.764681 -0.153145 1.257730 -0.57 -0.41 0.21
H -0.984197 -1.702672 1.381172 0.53 0.54 -0.20
H 1.776787 -2.910251 0.787969 -0.72 -0.25 -0.06
H 0.652875 -3.455881 2.045875 -0.19 0.38 -0.46
H 0.201909 -3.718343 0.329876 0.39 0.37 0.34
H -0.983329 -1.749439 -0.832447 0.76 0.16 -0.23
H 0.242543 1.971516 0.215445 0.57 -0.42 -0.23
H 1.683145 1.046893 -0.448110 -0.65 0.04 0.12
H 0.899963 3.422156 -1.367135 0.05 -0.31 -0.29
H -0.224063 2.449914 -2.411660 0.59 0.01 0.18
H 1.560341 1.999083 -3.677974 -0.19 -0.98 0.40
H -2.265584 0.648920 0.127432 0.62 0.08 -0.48
H -1.786908 1.844160 -1.131388 -0.29 -0.65 0.17
Mg 2.557051 4.053842 -2.557812 -0.33 -1.42 0.08
```
Forces are in eV/Å.



DFT (the ωB97M-V functional and the def2-TZVPD basis) results for 2 unconnected molecules or ions with the total composition C2H7N3.

Results
HOMO energy (spin up / spin down) (eV): -20.27 / -19.56
Total charge: +2
Gap between HOMO and LUMO (spin up / spin down) (eV): 8.8 / 8.1
Energy above the lowest of the compared OMol25 structures with the same formula, charge and spin (eV): 6.336

XYZ file:
```
12
Properties=species:S:1:pos:R:3:forces:R:3
C -1.014306 -0.388758 -1.051723 -2.10 0.25 -2.87
C 0.815279 0.758277 -0.111979 5.19 4.43 -0.48
N -1.771007 -1.406441 -0.913076 -0.86 -0.58 0.47
N 1.920777 1.153936 2.028323 -1.47 -4.96 -1.66
N -0.196251 0.053709 -0.083657 -2.07 -2.26 3.85
H -1.110303 0.266384 -1.948453 0.40 -0.96 0.22
H 1.274163 1.356207 -1.000114 -0.99 -1.30 1.28
H -2.365498 -1.733745 -1.678472 0.07 0.46 -0.35
H -2.021785 -1.963453 -0.063866 1.03 0.56 -0.30
H 2.422416 2.010497 2.071338 1.37 1.00 -0.46
H 2.499262 0.190319 1.884876 -0.91 3.33 0.58
H -0.452747 -0.296932 0.866802 0.34 0.03 -0.27
```
Forces are in eV/Å.



Record-wise max |F| values, in Eh/bohr: 0.0580; 0.0568; 0.0462; 0.0614; 0.0694; 0.1331